Record 1
Formula: C32H34BN13O3Rb
Source: the OMol25 dataset
Level of theory: the ωB97M-V functional and the def2-TZVPD basis

Each line ends with the Mulliken charge.
Positions of all 84 atoms, in Å:
1 Rb 0.054382 -0.183954 0.561149  0.81
2 C 3.557641 1.459345 3.398148  -0.90
3 C 3.352247 0.615151 2.295584  -0.32
4 N 2.597101 1.197379 1.373235  -0.67
5 N 2.298233 2.418748 1.857938  0.58
6 C 2.863671 2.602290 3.065554  -0.32
7 B 1.438732 3.484330 1.122152  0.18
8 N -0.003686 3.500382 1.673015  0.00
9 C -0.603575 4.528278 2.306728  -0.33
10 C -1.882973 4.139737 2.646166  -1.03
11 C -1.967177 2.820263 2.169700  -0.40
12 N -0.835894 2.448007 1.590148  0.35
13 N 1.480283 3.282633 -0.398782  0.11
14 C 2.129021 4.081994 -1.269195  -0.31
15 C 1.956375 3.572103 -2.537200  -0.93
16 C 1.157052 2.435019 -2.330238  -0.26
17 N 0.878031 2.265452 -1.046469  -0.17
18 H 4.127922 1.268273 4.291559  0.44
19 H 3.729585 -0.382831 2.128324  0.47
20 H 2.733544 3.532346 3.594869  0.46
21 H 1.910788 4.572199 1.368209  -0.21
22 H -0.078712 5.457138 2.457965  0.42
23 H -2.635170 4.719321 3.153766  0.38
24 H -2.790856 2.123452 2.218908  0.38
25 H 2.662491 4.949309 -0.917966  0.43
26 H 2.340849 3.962875 -3.463663  0.36
27 H 0.775731 1.733677 -3.057208  0.40
28 N -5.004386 -5.386429 0.842334  0.16
29 C -5.922820 -6.330111 0.443240  0.75
30 C -6.086388 -7.676250 0.750044  -1.16
31 C -7.153654 -8.322572 0.155628  -0.40
32 C -8.026895 -7.649804 -0.712530  -0.49
33 C -7.855325 -6.312965 -1.014750  -0.76
34 C -6.781900 -5.643707 -0.429129  0.55
35 N -6.377209 -4.328202 -0.560461  -0.70
36 C -5.319403 -4.216724 0.195783  -0.13
37 C -4.524259 -2.994965 0.363286  0.61
38 C -4.639404 -1.964227 -0.563555  -0.51
39 C -3.863438 -0.832375 -0.389016  -0.66
40 N -3.023941 -0.667954 0.631275  -0.30
41 C -2.914553 -1.655318 1.514038  -0.28
42 C -3.639694 -2.834338 1.421578  -0.19
43 H -4.176111 -5.549684 1.387153  0.24
44 H -5.410990 -8.196561 1.416743  0.40
45 H -7.319669 -9.371854 0.362852  0.38
46 H -8.850143 -8.196178 -1.154740  0.37
47 H -8.523366 -5.789563 -1.685923  0.44
48 H -5.311726 -2.066413 -1.403724  0.51
49 H -3.911811 -0.017697 -1.102837  0.39
50 H -2.212689 -1.496198 2.326226  0.43
51 H -3.506319 -3.593821 2.182021  0.47
52 N 1.140838 -0.974949 5.042250  0.07
53 C 0.802627 0.327673 5.317529  -0.73
54 C -0.143292 0.657889 4.395746  -0.30
55 N -0.381830 -0.410600 3.559683  0.04
56 C 0.410591 -1.373501 3.970471  -0.61
57 H 1.845666 -1.522189 5.501201  0.21
58 H 1.274291 0.890879 6.102852  0.42
59 H -0.644044 1.601609 4.257138  0.39
60 H 0.511695 -2.355757 3.524610  0.42
61 C 1.714868 -4.570758 -2.325444  -1.34
62 C 0.222202 -4.859847 -2.443363  -1.25
63 C -0.483205 -4.888945 -1.079712  2.83
64 C -1.977588 -5.291969 -1.216928  -1.27
65 C -2.777047 -4.556601 -2.285947  -1.42
66 C 0.148153 -5.983991 -0.239897  -0.20
67 O 0.274678 -7.130382 -0.635367  -0.69
68 N 0.551367 -5.614708 1.003433  0.08
69 C 0.511032 -4.313058 1.559777  0.13
70 O 0.934702 -4.221843 2.710929  -0.85
71 N 0.052509 -3.290656 0.823681  0.06
72 C -0.400157 -3.491285 -0.432462  -0.29
73 O -0.783169 -2.547726 -1.127297  -0.76
74 H 2.181527 -4.523598 -3.310507  0.47
75 H 2.227311 -5.347743 -1.753996  0.28
76 H 1.889782 -3.613362 -1.830247  0.27
77 H 0.060716 -5.824859 -2.929154  0.43
78 H -0.255880 -4.088263 -3.044135  0.41
79 H -2.451357 -5.139771 -0.242439  0.18
80 H -2.000020 -6.365747 -1.417812  0.66
81 H -2.710053 -3.478097 -2.156595  0.15
82 H -3.827261 -4.854302 -2.229183  0.45
83 H -2.422490 -4.804385 -3.287110  0.46
84 H 0.961693 -6.323963 1.592160  0.27

Cartesian forces (eV/Å) of the 6 atoms listed first:
-0.0221 -0.0330 -0.1190
0.0209 -0.0143 -0.0101
0.0416 -0.0286 0.0489
-0.0713 0.0588 0.0604
0.0532 0.0100 -0.0106
0.0065 -0.0184 -0.0278

ΔE to the lowest compared entry with this formula, charge and spin: 0.672 eV
Net charge: -1
LUMO level: 0.0765 Eh
Kohn-Sham gap: 8.21 eV


Record 2
Formula: C32H34BrLaN3O5SSe
Source: the OMol25 dataset
Level of theory: the ωB97M-V functional and the def2-TZVPD basis

Each line ends with the Mulliken charge.
Positions of all 78 atoms, in Å:
1 La -1.056796 0.936151 0.646454  1.70
2 O -7.408175 0.827614 -1.835215  -0.55
3 C -6.092193 0.913464 -1.496755  0.86
4 C -5.345689 2.068771 -1.700112  -0.65
5 C -4.029062 2.063679 -1.301560  -1.22
6 N -3.451133 0.998897 -0.736359  0.51
7 C -4.191394 -0.078630 -0.557993  0.36
8 Br -3.306655 -1.538761 0.241347  -0.02
9 C -5.518778 -0.197999 -0.914707  -0.65
10 H -7.684412 1.672727 -2.198203  0.29
11 H -5.786568 2.953346 -2.142503  0.33
12 H -3.409086 2.945597 -1.410145  0.49
13 H -6.086231 -1.096746 -0.727129  0.49
14 S 2.278389 4.236797 -1.224803  -0.40
15 C 1.345628 3.761143 -2.570483  -0.54
16 C 0.326704 2.938071 -2.189285  -0.28
17 C 0.256749 2.653341 -0.774829  -0.98
18 C 1.292607 3.305446 -0.159905  0.54
19 C 1.529587 3.312951 1.306721  0.91
20 C 2.559389 4.021322 1.922740  -0.95
21 C 2.660155 4.008517 3.300738  -0.42
22 C 1.737016 3.299095 4.055898  -1.03
23 C 0.752387 2.604659 3.377375  -0.26
24 N 0.663606 2.602294 2.046018  0.27
25 H 1.598578 4.099435 -3.565023  0.47
26 H -0.357006 2.509508 -2.915719  0.28
27 H 3.265908 4.583183 1.324967  0.39
28 H 3.457480 4.559784 3.784777  0.40
29 H 1.767864 3.277104 5.136278  0.43
30 H -0.000525 2.023635 3.901118  0.44
31 C 1.303873 -3.391163 -4.614468  -1.62
32 C 0.486583 -2.430629 -3.784187  0.58
33 C -0.597499 -1.782789 -4.355652  -0.94
34 C -1.337675 -0.894728 -3.566913  0.13
35 C -2.548014 -0.176039 -4.109748  -1.62
36 C -0.975940 -0.696832 -2.254878  0.04
37 C 0.126010 -1.341182 -1.603952  0.83
38 C 0.849372 -2.223550 -2.451759  -0.73
39 N 0.309458 -1.013370 -0.291418  0.62
40 C 1.325573 -1.513847 0.634880  1.75
41 C 2.392139 -2.509276 0.143502  -2.66
42 C 3.361043 -2.890919 1.276269  0.33
43 C 4.075272 -1.640073 1.796054  -1.64
44 C 3.037280 -0.648261 2.326542  0.41
45 C 2.238828 -1.296596 3.464608  -1.47
46 C 1.542824 -2.565464 2.955385  0.48
47 C 2.589334 -3.546964 2.425217  -1.61
48 C 0.594562 -2.187686 1.814102  -1.09
49 C 2.080287 -0.283544 1.187595  0.09
50 H 0.965031 -3.407962 -5.652017  0.36
51 H 1.234795 -4.411869 -4.227259  0.30
52 H 2.363558 -3.121977 -4.613918  0.33
53 H -0.861015 -1.953399 -5.394982  0.26
54 H -2.461007 -0.005468 -5.184739  0.43
55 H -2.676498 0.792153 -3.621750  0.22
56 H -3.465878 -0.747057 -3.939656  0.29
57 H -1.593146 0.013762 -1.722434  -0.33
58 H 1.710538 -2.756961 -2.089148  0.50
59 H 2.958039 -2.069581 -0.682496  0.56
60 H 1.911933 -3.414956 -0.236025  0.59
61 H 4.096802 -3.596455 0.880799  0.26
62 H 4.655547 -1.177918 0.989991  0.53
63 H 4.780297 -1.913667 2.590132  0.57
64 H 3.530263 0.257861 2.689476  0.42
65 H 1.491756 -0.590720 3.844002  0.41
66 H 2.903613 -1.541051 4.301169  0.58
67 H 0.973861 -3.023708 3.768179  0.37
68 H 2.099833 -4.462142 2.073546  0.54
69 H 3.281373 -3.834107 3.225633  0.57
70 H -0.187504 -1.527496 2.204520  0.13
71 H 0.077995 -3.073260 1.424406  0.39
72 H 2.592203 0.212593 0.357034  0.52
73 H 1.375652 0.445774 1.594049  -1.11
74 O -2.956745 2.330348 4.249898  -0.74
75 Se -2.955190 1.552359 2.815757  1.06
76 O -1.678568 0.418985 2.803087  -0.83
77 O -2.455114 2.569515 1.571616  -0.64
78 O -4.334073 0.804922 2.366249  -0.64

Cartesian forces (eV/Å) of the 6 atoms listed first:
1.4821 -0.5960 -1.9193
0.2942 0.0056 0.0258
-0.5631 -0.0393 -0.0495
0.0488 0.0331 -0.0330
0.0295 -0.0232 0.1965
0.0126 0.0247 -0.1003

ΔE to the lowest compared entry with this formula, charge and spin: 0.000 eV
Net charge: -1
LUMO level: 0.0768 Eh
Kohn-Sham gap: 6.02 eV


Record 3
Formula: C32H34CdF3I2N3O4S2Se2
Source: the OMol25 dataset
Level of theory: the ωB97M-V functional and the def2-TZVPD basis

Each line ends with the Mulliken charge.
Positions of all 83 atoms, in Å:
1 Cd 0.793313 0.914944 -0.202257  2.35
2 I 8.357276 -1.474696 0.017822  -0.06
3 C 6.464772 -0.748152 -0.491242  -0.32
4 C 6.293521 0.522104 -1.029637  -0.39
5 C 5.019908 0.942556 -1.376305  -0.23
6 I 4.703592 2.821706 -2.191536  0.03
7 C 3.850614 0.150079 -1.189312  -0.51
8 O 2.669853 0.529848 -1.477898  -0.47
9 C 4.102454 -1.154075 -0.676559  0.44
10 C 2.910166 -2.006325 -0.479070  -0.48
11 N 2.041734 -1.463658 0.560142  0.94
12 C 2.641296 -1.572397 1.880345  -1.24
13 C 2.458049 -0.388089 2.776279  0.82
14 C 2.647094 -0.551438 4.151296  -1.05
15 C 2.546466 0.549247 4.977353  -0.36
16 C 2.280905 1.786326 4.408093  -0.81
17 C 2.120763 1.855495 3.035830  -0.29
18 N 2.197279 0.786538 2.239787  0.34
19 C 5.364693 -1.577250 -0.323509  -0.25
20 H 7.143640 1.179986 -1.191446  0.34
21 H 3.249351 -3.034012 -0.245899  0.26
22 H 2.350294 -2.039136 -1.402733  -0.21
23 H 1.152905 -1.973923 0.614082  -0.49
24 H 3.724977 -1.694564 1.764266  0.40
25 H 2.276537 -2.446705 2.405616  0.27
26 H 2.815330 -1.539838 4.537795  0.41
27 H 2.667622 0.448935 6.050527  0.38
28 H 2.209565 2.680309 5.026333  0.40
29 H 1.895423 2.797505 2.543407  0.28
30 H 5.508450 -2.580476 0.078045  0.35
31 O -1.738602 4.036092 -4.595775  -0.52
32 C -1.386504 4.555401 -3.310862  -2.01
33 C -0.806442 3.456577 -2.426018  2.55
34 C 0.445081 2.895120 -3.129883  -0.97
35 O 1.451755 3.887529 -3.320955  -0.49
36 C -1.911210 2.375641 -2.280205  -1.04
37 Se -1.951343 1.361600 -0.599490  -0.54
38 C -0.520660 4.155941 -1.083516  -1.84
39 Se 0.962502 3.564193 0.059880  -0.71
40 H -2.218108 4.727733 -5.063676  0.31
41 H -2.258154 4.978757 -2.801212  0.54
42 H -0.622384 5.337941 -3.414961  0.51
43 H 0.134821 2.480622 -4.090257  0.56
44 H 0.910413 2.081395 -2.575545  0.19
45 H 1.258621 4.293160 -4.173523  0.35
46 H -1.830748 1.701441 -3.148668  0.27
47 H -2.870382 2.874549 -2.382095  0.47
48 H -1.417924 4.108155 -0.483379  0.34
49 H -0.296304 5.200419 -1.293757  0.50
50 F -3.222310 -3.530583 2.869959  -0.18
51 C -3.321845 -2.434761 3.608089  0.52
52 F -3.000674 -2.798635 4.863709  -0.30
53 F -4.663935 -2.137431 3.663878  -0.32
54 C -2.522049 -1.232430 3.163499  0.16
55 C -3.034099 -0.002340 3.560251  -0.46
56 C -2.362996 1.170941 3.277010  -1.34
57 C -1.235083 1.019995 2.470468  0.03
58 N -0.744992 -0.154585 2.072714  0.51
59 C -1.284724 -1.330783 2.465497  0.10
60 S -0.435637 -2.829534 2.171201  -0.53
61 H -3.975275 0.000595 4.099133  0.41
62 H -2.681302 2.150053 3.585773  0.44
63 H -0.708251 1.909263 2.103321  0.04
64 C -5.892042 -2.490848 -0.112409  -1.38
65 C -4.510478 -2.501098 -0.680738  1.14
66 C -4.129723 -1.536858 -1.594858  -0.73
67 C -2.809592 -1.424771 -1.987105  -0.73
68 C -1.882508 -2.310561 -1.477763  0.55
69 C -2.233569 -3.289027 -0.558604  -0.74
70 C -3.553693 -3.388895 -0.176371  -0.72
71 S -0.162876 -2.039288 -1.793671  0.63
72 C -0.034773 -3.074488 -3.274882  -1.23
73 O 0.087825 -0.655328 -2.300094  -0.50
74 H -6.530481 -1.766928 -0.623646  0.37
75 H -5.841649 -2.221111 0.952102  0.19
76 H -6.411977 -3.457316 -0.147418  0.34
77 H -4.861135 -0.836023 -1.993186  0.21
78 H -2.490184 -0.659018 -2.689623  0.32
79 H -1.495839 -3.934097 -0.126367  0.54
80 H -3.863303 -4.127790 0.550466  0.25
81 H -0.704019 -2.715515 -4.069697  0.31
82 H -0.300762 -4.100932 -2.966180  0.39
83 H 1.021709 -3.063010 -3.580138  0.40

Cartesian forces (eV/Å) of the 6 atoms listed first:
-0.0466 -0.0781 0.1708
0.1350 0.0687 0.0099
-0.1321 0.1702 -0.1427
0.1180 -0.0217 -0.0432
-0.0001 0.0039 0.0585
0.0235 0.2259 -0.0766

ΔE to the lowest compared entry with this formula, charge and spin: 0.211 eV
Net charge: -2
LUMO level: 0.1304 Eh
Kohn-Sham gap: 4.88 eV